Record 1
13
Properties=species:S:1:pos:R:3:forces:R:3 method="wB97M-V/def2-TZVPD" energy_ev=-24910.05948 charge=0 homo_lumo_gap_ev=8.6938
C 0.98493 0.03349 2.19318 2.2 -0.1 2.6
C 0.62827 0.80833 0.96598 2.3 1.6 -1.4
S -0.90309 0.33075 0.11897 0.6 0.0 0.2
S -0.08727 -1.07060 -1.23821 -1.3 1.2 -0.9
C -1.37366 -0.62805 -2.55518 -0.1 0.1 -1.0
H 2.14287 -0.01505 2.12872 -1.8 -0.5 0.5
H 0.52543 -0.97165 2.27219 0.5 0.5 -0.2
H 0.83292 0.56946 3.23047 -0.2 -0.8 -2.1
H 0.73441 1.90887 1.27545 -0.9 -1.3 -1.0
H 1.52146 0.66559 0.17590 -2.2 0.3 1.5
H -1.82621 0.38594 -2.38926 0.4 -1.2 0.4
H -1.08175 -0.56887 -3.64612 0.7 -0.3 1.3
H -2.09832 -1.44821 -2.53207 -0.2 0.5 0.2

Record 2
13
Properties=species:S:1:pos:R:3:forces:R:3 method="wB97M-V/def2-TZVPD" energy_ev=-24910.79799 charge=0 homo_lumo_gap_ev=9.6653
S -2.51731 -0.94216 0.73243 -0.4 -0.5 -0.1
C -0.89325 -0.27699 1.10298 0.8 0.1 0.2
C 0.00449 -0.14570 -0.11694 0.1 1.1 0.3
C 1.40397 0.43629 0.17623 -1.1 -0.3 -0.5
S 2.30969 0.77202 -1.32477 0.2 1.2 -0.9
H -3.15228 0.22469 0.62367 -0.1 0.1 -0.1
H -0.39797 -0.96301 1.79185 -0.3 0.2 0.5
H -1.05615 0.72870 1.53088 0.4 -0.6 0.2
H 0.24381 -1.07966 -0.60163 -0.8 -0.4 -0.4
H -0.59294 0.55371 -0.71871 0.7 -0.4 -0.7
H 2.01141 -0.25180 0.73815 0.2 -0.3 0.4
H 1.33676 1.36416 0.67500 0.0 0.9 1.0
H 1.83793 2.06382 -1.53538 0.3 -1.2 0.2

Record 3
13
Properties=species:S:1:pos:R:3:forces:R:3 method="wB97M-V/def2-TZVPD" energy_ev=-24907.13409 charge=0 homo_lumo_gap_ev=5.2680
C -1.24256 0.90236 0.16347 -0.7 0.9 0.3
C -1.09496 -0.56383 -0.13419 0.1 0.2 0.9
S -0.42106 -1.44263 1.21194 0.4 -0.2 -0.1
S 1.41123 0.80246 -1.35635 -0.2 -1.1 0.1
C 1.83878 -0.27102 -0.02450 -0.3 0.2 -0.8
H -1.90251 1.15255 0.99959 -0.2 -0.6 0.0
H -1.64454 1.43644 -0.69957 0.3 0.1 -0.1
H -0.28925 1.30629 0.47473 0.1 0.3 -0.2
H -2.02819 -1.06450 -0.36180 -0.2 -0.2 -0.6
H -0.42654 -0.70612 -1.02364 0.1 0.2 -0.2
H 1.29480 0.00876 0.89251 0.5 0.3 0.4
H 1.57570 -1.32920 -0.20007 0.2 -0.1 -0.4
H 2.92908 -0.23157 0.05787 -0.1 0.0 0.7

Record 4
13
Properties=species:S:1:pos:R:3:forces:R:3 method="wB97M-V/def2-TZVPD" energy_ev=-24905.83157 charge=0 homo_lumo_gap_ev=3.9667
C 0.49270 1.53833 0.07407 1.2 1.4 -0.8
C 0.11438 1.15206 -1.37680 -2.4 -0.5 1.8
S -0.78735 1.60931 1.30053 0.4 -0.5 -0.9
S 0.81022 -1.81370 -0.78736 -1.0 -0.2 1.7
C -0.57220 -2.13436 0.36887 1.2 -0.7 0.8
H -0.59420 0.29854 -1.28831 0.2 0.5 -0.2
H 1.32569 0.83076 0.35250 -0.4 0.4 0.4
H 0.95881 2.65077 -0.02179 -0.6 -2.4 0.8
H -0.53392 1.98459 -1.72897 1.1 -0.5 -0.8
H 0.97557 0.69884 -1.85269 0.1 1.0 -0.9
H -0.35327 -2.47002 1.44934 0.4 0.2 -1.8
H -1.23835 -2.86870 -0.11516 0.0 0.6 0.2
H -1.11550 -1.19071 0.59762 -0.2 0.6 -0.4

Record 5
13
Properties=species:S:1:pos:R:3:forces:R:3 method="wB97M-V/def2-TZVPD" energy_ev=-24909.62336 charge=0 homo_lumo_gap_ev=9.4013
C -0.46369 -1.27126 1.92705 -0.8 1.1 1.3
C -1.12525 -1.86611 0.92734 0.8 1.3 1.6
H 0.02195 -1.80539 2.77668 0.0 0.1 -1.2
H -0.60174 -0.18086 2.17367 0.2 -1.1 -0.6
H -0.97985 -2.91808 0.90892 -0.5 -0.8 -0.8
H -1.79118 -1.24923 0.32636 0.2 -0.6 -0.4
C 0.89425 2.18926 -0.98828 -0.3 1.1 -0.1
S -0.44999 1.36833 -1.95305 0.6 -1.1 0.8
S 0.58925 -0.47737 -2.30445 -0.6 1.5 -0.9
H 1.63423 2.05933 -1.75408 1.2 0.1 0.4
H 0.68987 3.30983 -0.96358 0.0 -1.5 0.2
H 1.20433 1.78387 0.02888 -0.8 0.3 -1.5
H 0.37783 -0.94232 -1.10546 -0.2 -0.5 1.0

Record 6
14
Properties=species:S:1:pos:R:3:forces:R:3 method="wB97M-V/def2-TZVPD" energy_ev=-32786.28897 charge=0 homo_lumo_gap_ev=8.2225
C 0.14097 -1.07103 -0.04635 2.3 3.5 -2.3
C 1.65235 -1.40004 0.02526 -1.2 -0.6 -1.2
C -0.12294 0.29297 0.56696 -1.7 2.7 -1.1
Si -1.90483 1.66489 -0.22935 3.5 -4.5 -2.1
S 2.46049 0.05449 -0.74018 -0.4 -0.1 0.6
S 1.43797 1.29188 0.62086 -0.3 -0.6 -0.5
H -0.05669 -0.93094 -1.12588 0.1 -0.3 0.3
H -0.56873 -1.71060 0.25969 -2.0 -2.9 1.6
H 2.01489 -1.50051 1.01865 0.3 -0.2 0.9
H 1.79294 -2.34806 -0.54056 0.4 0.8 0.2
H -0.52669 0.34540 1.55575 0.2 -0.6 0.9
H -1.46537 2.10094 -1.52663 0.5 1.0 -0.4
H -1.91727 2.42921 0.86817 -0.6 2.3 2.5
H -2.93709 0.78140 -0.70639 -1.1 -0.4 0.6

Record 7
15
Properties=species:S:1:pos:R:3:forces:R:3 method="wB97M-V/def2-TZVPD" energy_ev=-43622.69955 charge=0 homo_lumo_gap_ev=8.2166
C 2.16618 0.39585 -1.33406 -1.4 2.9 -0.5
C 1.99985 -1.02133 -0.91599 1.3 -1.1 -1.2
S 0.95124 -1.48268 0.47494 0.8 1.5 1.4
Si 1.98303 0.23290 1.71127 0.2 -1.6 -3.2
S 2.03047 1.60960 0.10912 0.0 0.5 -0.7
H 3.14842 0.58451 -1.87997 -1.4 -0.3 0.8
H 1.28450 0.76218 -1.94836 1.2 -0.5 0.4
H 1.62127 -1.57540 -1.80363 0.2 0.1 0.6
H 3.06666 -1.27554 -0.81434 -0.5 -1.0 0.6
H 1.62924 0.78588 2.96101 -0.8 0.3 1.0
H 3.39926 -0.07928 1.66415 0.4 -0.8 0.7
C -3.10248 0.95866 0.61371 -0.9 -2.7 -2.6
S -1.61014 1.00047 -0.01250 -0.8 0.5 0.9
H -3.43795 1.04095 1.63367 0.3 0.7 0.4
H -3.91079 0.41048 -0.05999 1.3 1.5 1.3

Record 8
16
Properties=species:S:1:pos:R:3:forces:R:3 method="wB97M-V/def2-TZVPD" energy_ev=-18864.64500 charge=0 homo_lumo_gap_ev=8.4602
B -1.53629 1.05867 -0.02102 1.3 -1.5 0.0
C 2.26294 -0.63041 0.37112 -3.0 0.2 -0.7
C 0.09225 1.02022 -0.16137 -0.6 -3.4 2.8
C 0.72466 -0.78861 0.04856 0.2 3.8 0.4
O -1.97585 -0.25133 0.04354 -0.8 -0.3 0.5
O -2.33548 2.15230 0.04188 1.5 0.6 -0.1
S 0.49700 -1.75991 -1.37841 2.6 0.2 -1.7
H 2.76650 -0.66696 -0.54395 1.2 -0.5 -1.3
H 2.34794 0.37685 0.66314 0.6 1.1 1.0
H 2.59673 -1.33459 1.08648 0.5 -0.6 0.6
H 0.47194 1.27982 -1.08801 0.9 0.7 -1.8
H 0.63684 1.52345 0.66528 -0.5 0.0 -0.6
H 0.19313 -1.25683 0.84742 -0.4 0.2 0.6
H -2.83356 -0.54170 0.38947 0.2 0.6 -0.4
H -3.24325 2.03135 0.24645 -1.2 -0.3 0.2
H -0.66550 -2.21232 -1.21056 -2.5 -0.7 0.6

Result set for E_HOMO: -0.3010, -0.3271, -0.3144, -0.2995, -0.3312, -0.2807, -0.3123, -0.3032 hartree, one per record in the order listed.
Result set for LUMO: 0.504, 0.765, -3.287, -4.182, 0.389, 0.584, -0.281, 0.209 eV, one per record in the order listed.
Result set for energy above the lowest of the compared OMol25 structures with the same formula, charge and spin: 129.1, 57.8, 411.3, 537.0, 171.2, 184.8, 246.3, 96.0 kJ/mol, one per record in the order listed.